Density functional theory data (ωB97M-V/def2-TZVPD) for C3H3ClO2S in the gas phase in a non-equilibrium geometry.

Computed properties:
* HOMO level: -9.781 eV
* net charge: 0

XYZ file:
```
10
Properties=species:S:1:pos:R:3:forces:R:3
C 0.333 0.815 1.116 -0.921 -2.970 -3.758
C 0.975 0.035 0.270 0.008 0.626 0.959
C 1.487 -0.663 -0.677 2.076 -1.900 -3.291
O -2.778 0.824 -0.682 -3.164 1.573 -0.543
O -1.036 0.973 0.995 -0.293 -0.321 -0.212
S -1.491 0.346 -0.467 1.810 -0.549 0.231
Cl -1.829 -1.620 0.081 0.248 -0.476 0.293
H 0.774 1.334 1.827 1.736 2.457 3.306
H 1.785 -1.765 -0.730 -0.803 1.442 0.995
H 1.781 -0.277 -1.733 -0.696 0.118 2.022
```
Forces are in eV/Å.

Mulliken population analysis, charges in e, atoms 1 to 2:
1. C -0.12
2. C 0.05